1.
ORCA calculation (ωB97M-V/def2-TZVPD) on a 2-piece molecular cluster, C3H10N2O overall at a distorted geometry.

CARTESIAN COORDINATES (ANGSTROEM)
C: -0.925 0.330 1.053
C: 1.987 -0.344 -0.979
C: -1.657 0.181 -0.281
N: 0.358 -0.354 0.984
N: 1.548 -1.342 -1.625
O: -0.701 1.675 1.381
H: -0.101 2.044 0.721
H: 0.820 -0.329 1.888
H: -1.567 -0.047 1.868
H: 0.943 -1.110 -2.415
H: 0.266 -1.321 0.645
H: 2.745 -0.531 -0.226
H: 1.779 0.708 -1.200
H: -2.572 0.767 -0.261
H: -1.903 -0.862 -0.463
H: -1.022 0.536 -1.090

The electronic energy comes out at -8299.82552 eV. As for the HOMO energy: -9.47 eV. For the LUMO energy, the calculation gives 0.88 eV. Its spin multiplicity is 1. Its gap between HOMO and LUMO is 10.3462 eV. The SMILES is C[C@@H](N)O.C=N.



2.
ORCA calculation (ωB97M-V/def2-TZVPD) on C28H28I2N3O2Pd as an isolated structure.

CARTESIAN COORDINATES (ANGSTROEM)
Pd: -1.385 -0.113 0.692
I: 3.898 6.076 1.564
C: 2.503 4.538 1.852
C: 2.529 3.786 3.021
C: 1.598 2.780 3.176
I: 1.662 1.598 4.905
C: 0.606 2.414 2.193
O: -0.159 1.420 2.339
C: 0.617 3.256 1.017
C: -0.407 3.083 -0.078
N: -0.355 1.806 -0.812
C: 0.977 1.390 -1.242
C: 1.651 0.557 -0.178
C: 2.831 0.956 0.431
C: 3.346 0.188 1.463
C: 2.673 -0.964 1.831
C: 1.516 -1.296 1.147
N: 1.001 -0.557 0.165
C: 1.547 4.278 0.878
H: 3.262 3.981 3.791
H: -0.270 3.925 -0.767
H: -1.411 3.158 0.341
H: -0.962 1.876 -1.614
H: 1.622 2.235 -1.507
H: 0.854 0.764 -2.127
H: 3.297 1.892 0.144
H: 4.238 0.503 1.991
H: 3.021 -1.584 2.650
H: 0.958 -2.189 1.408
H: 1.527 4.879 -0.024
C: 1.978 -3.705 -4.265
C: 1.030 -3.535 -3.105
C: 1.136 -4.338 -1.972
C: 0.310 -4.160 -0.874
C: 0.506 -5.063 0.324
C: -0.672 -3.148 -0.890
C: -1.446 -2.906 0.338
O: -2.380 -2.108 0.468
C: -0.815 -2.347 -2.043
C: -1.808 -1.235 -2.112
C: 0.047 -2.560 -3.120
H: 2.309 -4.742 -4.360
H: 2.871 -3.086 -4.130
H: 1.511 -3.407 -5.205
H: 1.887 -5.125 -1.946
H: 1.187 -5.876 0.069
H: -0.431 -5.503 0.667
H: 0.939 -4.521 1.170
H: -1.129 -3.473 1.223
H: -2.829 -1.585 -1.965
H: -1.733 -0.705 -3.066
H: -1.616 -0.531 -1.253
H: -0.059 -1.927 -3.997
C: -4.412 2.934 0.639
C: -3.705 2.878 1.833
C: -3.193 1.661 2.254
N: -3.362 0.515 1.573
C: -4.059 0.581 0.427
C: -4.589 1.761 -0.079
H: -4.813 3.873 0.275
H: -3.527 3.768 2.423
H: -2.592 1.593 3.151
H: -4.196 -0.363 -0.088
H: -5.131 1.753 -1.016

The electronic energy comes out at -57737.43298 eV. As for the HOMO energy (alpha / beta): -2.89 / -2.81 eV. For the LUMO energy (alpha / beta), the calculation gives 2.37 / 2.37 eV. Its spin multiplicity is 1. The charge is -1. Its gap between HOMO and LUMO (alpha / beta) is 5.2592 / 5.1853 eV.



3.
ORCA calculation (ωB97M-V/def2-TZVPD) on a 5-piece molecular cluster, C34H36FNO19S overall.

CARTESIAN COORDINATES (ANGSTROEM)
C: 3.226 -1.197 3.728
C: 3.050 -1.478 2.226
O: 1.804 -2.052 1.881
C: 1.625 -3.374 2.369
C: 0.522 -4.006 1.523
C: -0.939 -3.888 1.977
S: -1.904 -4.600 0.576
O: -1.394 -2.520 2.007
C: -0.999 -1.645 2.968
O: -0.562 -1.986 4.026
C: -1.277 -0.228 2.574
C: -0.084 0.697 2.905
N: 0.063 1.852 2.017
C: -1.296 -4.750 3.211
C: -2.598 -4.381 3.891
F: -0.267 -4.774 4.154
H: 4.092 -1.728 4.132
H: 2.343 -1.513 4.289
H: 3.384 -0.132 3.914
H: 3.116 -0.539 1.669
H: 3.868 -2.120 1.878
H: 1.377 -3.366 3.427
H: 2.559 -3.945 2.239
H: 0.721 -5.078 1.396
H: 0.597 -3.556 0.529
H: -3.043 -3.946 0.814
H: -1.565 -0.163 1.524
H: -2.147 0.082 3.166
H: -0.233 1.089 3.914
H: 0.837 0.115 2.917
H: -0.520 2.623 2.320
H: -0.253 1.632 1.078
H: -1.369 -5.773 2.829
H: -2.664 -3.314 4.104
H: -3.438 -4.659 3.247
H: -2.673 -4.933 4.830
C: 0.919 4.391 -0.651
C: 1.685 5.082 -1.508
C: 1.640 6.592 -1.603
O: 2.384 7.105 -2.420
C: 0.733 7.315 -0.743
C: -0.041 6.624 0.102
C: 0.009 5.116 0.200
O: -0.745 4.604 1.012
O: -0.926 7.179 0.917
O: 2.547 4.528 -2.345
H: 0.955 3.314 -0.570
H: 0.693 8.392 -0.822
H: -1.328 6.443 1.419
H: 2.962 5.268 -2.832
C: -4.281 7.684 -3.926
C: -3.536 6.937 -3.099
C: -2.050 6.737 -3.308
O: -1.475 6.050 -2.480
C: -1.410 7.358 -4.443
C: -2.156 8.105 -5.272
C: -3.641 8.319 -5.057
O: -4.206 9.027 -5.870
O: -1.685 8.722 -6.339
O: -4.011 6.310 -2.035
H: -5.342 7.833 -3.784
H: -0.349 7.205 -4.586
H: -2.445 9.189 -6.742
H: -3.251 5.853 -1.624
C: 8.162 -2.670 1.138
C: 8.980 -3.446 0.413
C: 8.704 -4.917 0.172
O: 9.514 -5.511 -0.514
C: 7.524 -5.510 0.760
C: 6.708 -4.735 1.488
C: 6.976 -3.261 1.713
O: 6.150 -2.661 2.378
O: 5.602 -5.164 2.074
O: 10.092 -3.020 -0.162
H: 8.350 -1.620 1.312
H: 7.338 -6.562 0.593
H: 5.217 -4.388 2.529
H: 10.473 -3.795 -0.622
C: -6.791 -3.761 -1.639
C: -7.467 -3.433 -2.751
C: -6.816 -3.411 -4.119
O: -7.539 -3.109 -5.052
C: -5.412 -3.735 -4.229
C: -4.734 -4.059 -3.118
C: -5.394 -4.104 -1.754
O: -4.680 -4.435 -0.824
O: -3.449 -4.365 -3.103
O: -8.746 -3.104 -2.773
H: -7.250 -3.784 -0.661
H: -4.952 -3.702 -5.206
H: -3.206 -4.547 -2.174
H: -8.964 -2.925 -3.710

The electronic energy comes out at -89785.08233 eV. As for the HOMO energy: -9.22 eV. For the LUMO energy, the calculation gives -1.65 eV. Its spin multiplicity is 1. Its gap between HOMO and LUMO is 7.5737 eV. The SMILES is CCOCC[C@](S)(OC(=O)CCN)[C@H](C)F.O=C1C=C(O)C(=O)C=C1O.O=C1C=C(O)C(=O)C=C1O.O=C1C=C(O)C(=O)C=C1O.O=C1C=C(O)C(=O)C=C1O.



4.
ORCA calculation (ωB97M-V/def2-TZVPD) on a 2-piece molecular cluster, C13H19BBrO2 overall.

CARTESIAN COORDINATES (ANGSTROEM)
C: 1.508 -0.244 1.644
C: 1.371 0.360 0.471
C: 1.713 1.812 0.262
O: 2.988 2.091 0.787
B: 2.956 3.507 1.352
O: 1.570 3.977 1.010
C: 0.814 2.804 1.027
C: -0.566 3.107 0.442
C: -1.452 1.910 0.075
C: -2.395 1.323 1.140
Br: -1.997 1.757 2.991
H: 2.039 0.259 2.445
H: 1.149 -1.259 1.794
H: 0.969 -0.200 -0.374
H: 1.694 2.074 -0.813
H: 3.808 4.224 0.831
H: 3.086 3.439 2.594
H: 0.756 2.421 2.061
H: -0.371 3.684 -0.470
H: -1.094 3.781 1.125
H: -2.099 2.213 -0.757
H: -0.827 1.101 -0.302
H: -3.423 1.641 0.974
H: -2.377 0.234 1.109
C: -1.887 -3.294 -1.084
C: -0.591 -3.116 -0.620
C: 0.477 -3.658 -1.320
C: 0.250 -4.378 -2.484
C: -1.046 -4.558 -2.948
C: -2.115 -4.016 -2.248
H: -2.720 -2.867 -0.539
H: -0.409 -2.547 0.283
H: 1.487 -3.513 -0.957
H: 1.084 -4.796 -3.033
H: -1.223 -5.116 -3.859
H: -3.126 -4.154 -2.610

The electronic energy comes out at -88604.42732 eV. As for the HOMO energy: -3.73 eV. For the LUMO energy, the calculation gives 2.61 eV. Its spin multiplicity is 1. The charge is -1. Its gap between HOMO and LUMO is 6.3454 eV.



5.
ORCA calculation (ωB97M-V/def2-TZVPD) on C10H30CaFO5 as an isolated structure at a distorted geometry.

CARTESIAN COORDINATES (ANGSTROEM)
Ca: 4.060 0.813 0.135
F: 1.030 -0.085 -0.350
C: -2.155 -4.850 -3.272
C: -1.456 -3.562 -3.069
O: -0.834 -3.569 -1.799
H: -1.430 -5.663 -3.311
H: -2.651 -4.774 -4.240
H: -2.900 -5.051 -2.502
H: -2.120 -2.698 -3.100
H: -0.716 -3.351 -3.841
H: -0.499 -2.685 -1.630
C: 3.731 2.987 4.767
C: 3.645 1.445 4.747
O: 3.074 1.115 3.514
H: 4.480 3.336 4.055
H: 4.118 3.349 5.720
H: 2.763 3.482 4.694
H: 3.020 1.053 5.550
H: 4.604 0.946 4.883
H: 2.116 1.097 3.579
C: 2.612 0.071 -4.747
C: 2.939 1.418 -4.115
O: 4.095 1.357 -3.334
H: 1.800 0.226 -5.458
H: 2.348 -0.703 -4.027
H: 3.431 -0.345 -5.335
H: 2.151 1.774 -3.451
H: 3.071 2.172 -4.891
H: 4.811 1.445 -3.967
C: -2.005 -0.541 5.161
C: -1.749 -0.949 3.696
O: -0.923 0.101 3.287
H: -2.426 0.459 5.267
H: -1.053 -0.619 5.686
H: -2.729 -1.244 5.573
H: -2.640 -1.022 3.073
H: -1.184 -1.859 3.492
H: -0.710 -0.053 2.364
C: -4.678 1.901 -1.752
C: -3.406 1.582 -1.014
O: -2.368 1.384 -1.995
H: -4.673 2.851 -2.286
H: -5.515 1.912 -1.054
H: -4.964 1.060 -2.385
H: -3.484 0.714 -0.359
H: -3.086 2.424 -0.400
H: -1.544 1.151 -1.560

The electronic energy comes out at -42240.13435 eV. As for the HOMO energy: -11.32 eV. For the LUMO energy, the calculation gives -6.71 eV. Its spin multiplicity is 1. The charge is +1. Its gap between HOMO and LUMO is 4.6086 eV.